(1)
# C4H7NO3S

The molecule C4H7NO3S (ωB97M-V/def2-TZVPD, OMol25).

Properties
**E_LUMO (alpha / beta)**: 0.56 / -2.17 eV
**Expectation value of S²**: 2.01
**F_max**: 4.63 eV Å⁻¹
**Electronic energy**: -22722.471 eV
**Orbital gap (alpha / beta)**: 5.776 / 8.575 eV
**Spin multiplicity**: 3
**HOMO level (alpha / beta)**: -5.2 / -10.7 eV
**Energy above the lowest of the compared OMol25 structures with the same formula, charge and spin**: 339.86 kJ/mol

Geometry (Å):
C: 1.284 -0.982 -0.759
C: 0.356 1.263 0.131
C: 0.577 -1.603 0.477
C: 0.272 0.492 -1.133
N: -0.761 1.905 0.457
O: 1.385 1.334 0.809
O: 3.240 0.807 -1.121
O: 3.370 -0.470 0.982
S: 2.595 0.067 -0.092
H: 0.873 -2.594 0.797
H: 0.362 -0.991 1.348
H: -0.482 -1.709 0.272
H: -0.711 0.259 -1.519
H: 0.770 0.977 -1.918
H: -1.604 1.477 -0.034
H: -0.860 2.469 1.355



(2)
# C4H7NO4

A structure of composition C4H7NO4 (ωB97M-V/def2-TZVPD, OMol25).

Properties
**E_LUMO**: 0.08 eV
**F_max**: 0.54 eV Å⁻¹
**Electronic energy**: -13940.851 eV
**Orbital gap**: 10.132 eV
**HOMO level**: -10.1 eV
**Energy above the lowest of the compared OMol25 structures with the same formula, charge and spin**: 172.33 kJ/mol

Geometry (Å):
C: -1.492 -0.469 -0.859
C: -1.006 -0.014 0.500
O: -1.442 1.202 0.906
O: -0.849 -0.866 1.436
H: -1.838 1.680 0.167
H: -0.975 -1.383 -1.144
H: -2.560 -0.682 -0.779
H: -1.325 0.289 -1.625
C: 1.752 -0.968 0.012
C: 1.441 1.431 0.054
O: 1.145 -1.931 0.586
N: 0.902 0.296 0.053
O: 2.826 -0.910 -0.529
H: 0.083 -1.533 1.111
H: 2.523 1.539 -0.009
H: 0.814 2.318 0.121



(3)
# C4H7NO5

The molecule C4H7NO5 (ωB97M-V/def2-TZVPD, OMol25).

Properties
**E_LUMO**: 0.01 eV
**SMILES**: CCOC(=O)[C@@H](O)[N+](=O)[O-]
**F_max**: 3.18 eV Å⁻¹
**Electronic energy**: -15985.478 eV
**Orbital gap**: 10.859 eV
**HOMO level**: -10.8 eV
**Energy above the lowest of the compared OMol25 structures with the same formula, charge and spin**: 429.72 kJ/mol

Geometry (Å):
C: -2.371 0.742 -0.133
C: -1.785 -0.556 0.421
O: -0.506 -0.774 -0.232
C: 0.382 0.113 0.016
O: 0.269 1.028 0.753
C: 1.782 -0.239 -0.744
O: 2.314 0.959 -1.085
N: 2.503 -0.873 0.413
O: 2.282 -2.091 0.539
O: 3.202 -0.190 1.103
H: -1.796 1.656 0.116
H: -2.686 0.795 -1.228
H: -3.396 0.765 0.387
H: -2.407 -1.467 0.252
H: -1.574 -0.408 1.425
H: 1.771 -0.990 -1.620
H: 2.016 1.529 -0.382



(4)
# C4H7NOS

The molecule C4H7NOS (ωB97M-V/def2-TZVPD, OMol25).

Properties
**E_LUMO**: 0.16 eV
**SMILES**: C=CN=S(=O)=CC
**F_max**: 5.65 eV Å⁻¹
**Electronic energy**: -18630.026 eV
**Orbital gap**: 9.108 eV
**HOMO level**: -8.9 eV
**Energy above the lowest of the compared OMol25 structures with the same formula, charge and spin**: 436.42 kJ/mol

Geometry (Å):
C: 1.288 0.631 -0.638
C: 0.403 1.040 -1.703
N: -0.857 1.032 -1.743
S: -1.744 0.091 -0.512
O: -2.648 1.002 0.110
C: -0.270 -0.197 0.683
C: -0.167 -1.492 1.355
H: 2.219 0.110 -0.901
H: 1.491 1.411 0.078
H: 0.791 1.541 -2.553
H: -0.271 0.592 1.354
H: 0.790 -1.666 1.896
H: -0.052 -2.402 0.627
H: -0.972 -1.693 1.949



(5)
# C4H7NOS

The molecule C4H7NOS (ωB97M-V/def2-TZVPD, OMol25).

Properties
**E_LUMO**: 0.38 eV
**SMILES**: CO/C(N)=C/C=S
**F_max**: 1.83 eV Å⁻¹
**Electronic energy**: -18633.431 eV
**Orbital gap**: 8.375 eV
**HOMO level**: -8.0 eV
**Energy above the lowest of the compared OMol25 structures with the same formula, charge and spin**: 107.89 kJ/mol

Geometry (Å):
C: 2.133 -0.478 0.154
O: 1.357 0.714 -0.118
C: 0.028 0.578 -0.131
N: -0.585 1.781 -0.041
C: -0.642 -0.693 -0.153
C: -2.013 -0.881 -0.084
S: -3.205 0.263 0.057
H: 2.149 -1.149 -0.657
H: 3.130 -0.125 0.232
H: 1.711 -0.994 1.057
H: -1.643 1.866 -0.019
H: -0.025 2.607 0.086
H: -0.009 -1.569 -0.271
H: -2.387 -1.921 -0.112



(6)
# C4H7NOS

The molecule C4H7NOS (ωB97M-V/def2-TZVPD, OMol25).

Properties
**E_LUMO**: 0.85 eV
**SMILES**: C/C(=N\O)[C@@H]1CS1
**F_max**: 5.61 eV Å⁻¹
**Electronic energy**: -18630.839 eV
**Orbital gap**: 9.512 eV
**HOMO level**: -8.7 eV
**Energy above the lowest of the compared OMol25 structures with the same formula, charge and spin**: 358.04 kJ/mol

Geometry (Å):
C: 0.664 -1.298 1.107
C: -0.117 -0.443 0.226
N: -0.253 -0.654 -1.062
O: 0.227 -1.891 -1.322
C: -0.610 0.973 0.486
C: -0.604 2.051 -0.550
S: 0.871 2.172 0.491
H: 0.426 -2.342 0.940
H: 1.733 -1.020 0.667
H: 0.374 -1.121 2.087
H: 0.326 -1.810 -2.380
H: -1.165 0.991 1.340
H: -1.373 2.706 -0.396
H: -0.500 1.684 -1.633



(7)
# C4H7NOS

The molecule C4H7NOS (ωB97M-V/def2-TZVPD, OMol25).

Properties
**E_LUMO**: 0.93 eV
**SMILES**: C=NO[C@H]1C[C@H]1S
**F_max**: 1.52 eV Å⁻¹
**Electronic energy**: -18631.039 eV
**Orbital gap**: 9.839 eV
**HOMO level**: -8.9 eV
**Energy above the lowest of the compared OMol25 structures with the same formula, charge and spin**: 338.76 kJ/mol

Geometry (Å):
C: -2.736 -0.889 0.159
N: -1.792 -0.365 -0.516
O: -0.957 0.404 0.321
C: 0.140 0.882 -0.379
C: 1.334 1.147 0.462
C: 1.341 -0.011 -0.546
S: 1.260 -1.707 0.020
H: -2.941 -0.707 1.237
H: -3.431 -1.487 -0.411
H: -0.104 1.502 -1.237
H: 1.964 1.971 0.176
H: 1.417 0.904 1.545
H: 1.955 0.097 -1.415
H: 2.550 -1.742 0.585



(8)
# C4H7NOS2

The molecule C4H7NOS2 (ωB97M-V/def2-TZVPD, OMol25).

Properties
**E_LUMO**: 0.31 eV
**SMILES**: C[C@H]1SSN(C)C1=O
**F_max**: 4.17 eV Å⁻¹
**Electronic energy**: -29468.614 eV
**Orbital gap**: 8.760 eV
**HOMO level**: -8.4 eV
**Energy above the lowest of the compared OMol25 structures with the same formula, charge and spin**: 113.54 kJ/mol

Geometry (Å):
C: -0.626 2.150 -0.520
C: -0.813 1.044 0.524
S: -2.245 0.043 0.143
S: -1.105 -1.258 -1.005
N: 0.239 -1.202 0.048
C: 1.215 -2.270 -0.087
C: 0.468 -0.053 0.680
O: 1.387 0.308 1.395
H: -0.826 1.765 -1.463
H: 0.388 2.392 -0.514
H: -1.159 3.056 -0.308
H: -1.091 1.462 1.602
H: 0.770 -3.054 0.403
H: 1.220 -2.505 -1.145
H: 2.179 -1.878 0.247